Density functional theory data (wB97M-V/def2-TZVPD) for 4 unconnected molecules or ions with the total composition C10H30N2O4.

Element x y z (Å)
C1 2.1820 0.4785 0.8121
C2 1.6619 0.5719 2.2356
C3 1.2436 1.9752 2.6979
O1 2.3105 2.9318 2.6630
C4 1.8761 4.2228 2.9336
N1 0.5641 -0.2998 2.3903
H1 2.6047 -0.5028 0.5965
H2 2.9999 1.1941 0.7270
H3 1.3875 0.8134 0.1452
H4 2.4807 0.2995 2.9015
H5 0.9834 1.9211 3.7550
H6 0.2728 2.3108 2.3333
H7 2.6643 4.9695 3.0306
H8 1.4843 4.1114 3.9447
H9 1.1449 4.5878 2.2123
H10 0.4411 -0.2430 3.3912
H11 0.9411 -1.2302 2.2797
C5 -3.2994 0.5485 -1.4389
C6 -2.8754 -0.1122 -0.0498
C7 -2.6331 -1.6048 -0.0982
O2 -3.7397 -2.2588 -0.5114
C8 -3.5721 -3.5814 -1.0382
N2 -1.6106 0.5633 0.1358
H12 -2.6902 0.1477 -2.2491
H13 -3.1571 1.6292 -1.4301
H14 -4.3402 0.4111 -1.7321
H15 -3.5439 0.1106 0.7818
H16 -2.3209 -1.9683 0.8808
H17 -1.8352 -1.7760 -0.8208
H18 -4.5301 -3.8675 -1.4723
H19 -3.3533 -4.3502 -0.2971
H20 -2.9473 -3.5878 -1.9314
H21 -1.8017 1.5255 0.3763
H22 -1.2014 0.3207 1.0268
C9 3.6193 -0.5497 -3.2569
O3 2.5516 0.0720 -3.9084
H23 3.9293 -0.1013 -2.3130
H24 3.3710 -1.5585 -2.9272
H25 4.4131 -0.7484 -3.9770
H26 1.7926 0.0114 -3.3237
C10 0.5849 -1.5268 -1.5252
O4 0.2161 -0.3267 -2.1419
H27 0.3198 -1.6752 -0.4784
H28 0.1345 -2.3013 -2.1460
H29 1.6526 -1.7293 -1.6089
H30 -0.3762 0.1724 -1.5747

Summary:
SMILES: COC[C@H](C)N.COC[C@H](C)N.CO.CO
Orbital gap, eV: 10.24
Energy above the lowest of the compared OMol25 structures with the same formula, charge and spin, kJ/mol: 136.70
Charge: 0
HOMO, eV: -9.63

Results of the natural (NBO) charge analysis, in e, for atoms 1 through 6: C -0.624; C -0.065; C -0.065; O -0.539; C -0.244; N -0.823

Density functional theory data (wB97M-V/def2-TZVPD) for 6 unconnected molecules or ions with the total composition C25H49ClNO7.

Element x y z (Å)
C1 0.0651 1.0308 0.0136
C2 0.9776 -0.1745 0.0123
Cl1 0.0703 -1.6139 -0.6383
C3 2.2537 -0.0187 -0.8200
N1 2.9211 1.2297 -0.5196
C4 4.2622 1.1041 0.0631
C5 4.1097 0.9597 1.5931
O1 4.0284 2.0413 2.2154
O2 4.0172 -0.2115 2.0283
H1 -0.2867 1.2642 -0.9933
H2 -0.7943 0.8510 0.6580
H3 0.6389 1.8750 0.3903
H4 1.2435 -0.4381 1.0332
H5 2.9054 -0.8531 -0.5495
H6 2.0188 -0.1265 -1.8841
H7 2.9268 1.8585 -1.3064
H8 4.8173 2.0069 -0.1845
H9 4.7942 0.2432 -0.3605
C6 6.8184 5.6087 -1.8504
C7 5.5388 6.3929 -1.5730
C8 4.4686 5.3674 -1.9287
O3 5.0222 4.0936 -1.6212
C9 6.4284 4.2159 -1.3768
H10 7.6905 5.9956 -1.3248
H11 7.0338 5.6043 -2.9228
H12 5.4815 6.6447 -0.5117
H13 5.4503 7.3123 -2.1525
H14 4.2204 5.4040 -2.9973
H15 3.5491 5.4976 -1.3554
H16 6.6128 4.1031 -0.3067
H17 6.9514 3.4202 -1.9100
C10 -4.4668 -2.2923 -2.2336
C11 -5.6663 -1.4404 -1.8328
C12 -5.2173 -0.8995 -0.4812
O4 -3.7987 -0.7851 -0.5429
C13 -3.3032 -1.4672 -1.7002
H18 -4.3988 -2.4813 -3.3038
H19 -4.5073 -3.2564 -1.7202
H20 -5.8028 -0.6213 -2.5430
H21 -6.6006 -2.0001 -1.7741
H22 -5.4804 -1.5931 0.3275
H23 -5.6441 0.0775 -0.2477
H24 -2.9683 -0.7243 -2.4319
H25 -2.4483 -2.0745 -1.4163
C14 -9.4151 -5.2881 -1.0653
C15 -8.2518 -4.8415 -0.1828
C16 -7.0536 -5.3465 -0.9749
O5 -7.4360 -5.2933 -2.3535
C17 -8.8406 -5.0688 -2.4590
H26 -10.3347 -4.7289 -0.8969
H27 -9.6245 -6.3480 -0.9045
H28 -8.2287 -3.7511 -0.1153
H29 -8.2857 -5.2441 0.8282
H30 -6.8102 -6.3818 -0.7168
H31 -6.1614 -4.7380 -0.8267
H32 -9.0120 -4.0412 -2.8000
H33 -9.2530 -5.7518 -3.2032
C18 -1.5698 -4.3523 1.5477
C19 -1.2863 -5.8412 1.7226
C20 -2.6771 -6.4395 1.5489
O6 -3.3746 -5.5836 0.6419
C21 -2.6349 -4.3673 0.4625
H34 -0.6989 -3.7633 1.2672
H35 -1.9799 -3.9352 2.4702
H36 -0.6216 -6.1925 0.9304
H37 -0.8355 -6.0921 2.6816
H38 -3.2196 -6.4624 2.5014
H39 -2.6603 -7.4502 1.1374
H40 -2.1834 -4.3717 -0.5358
H41 -3.3201 -3.5204 0.5275
C22 5.4287 5.2814 3.7387
C23 6.1557 6.6193 3.6039
C24 7.3162 6.2468 2.6893
O7 6.8458 5.2007 1.8492
C25 5.5830 4.6943 2.3456
H42 4.3855 5.3761 4.0333
H43 5.9331 4.6482 4.4719
H44 5.5087 7.3507 3.1122
H45 6.4875 7.0415 4.5532
H46 8.1728 5.8814 3.2699
H47 7.6543 7.0818 2.0692
H48 4.7835 5.0348 1.6796
H49 5.5813 3.6076 2.3319

Summary:
Orbital gap, eV: 6.35
Charge: -1
HOMO, eV: -4.14

Results of the Mulliken charge analysis, in e, for atoms 1 through 6: C -1.413; C 0.387; Cl -0.277; C -0.936; N -0.157; C 0.506

Density functional theory data (wB97M-V/def2-TZVPD) for C20H28NO5P in the gas phase.

Element x y z (Å)
C1 -3.8453 -0.1498 -2.0176
C2 -2.6302 0.4823 -2.6849
C3 -1.3662 -0.3370 -2.4613
H1 -0.5334 0.1018 -3.0221
H2 -1.4993 -1.3733 -2.7906
O1 -1.0642 -0.3271 -1.0688
P1 0.2406 -1.1368 -0.5817
O2 0.4786 -2.3347 -1.4167
C4 -0.0973 -1.4658 1.1569
C5 0.9418 -1.9567 1.9339
C6 0.7439 -2.2752 3.2591
C7 -0.5154 -2.1117 3.8609
C8 -1.5578 -1.6241 3.0551
C9 -1.3487 -1.3090 1.7294
H3 -2.1627 -0.9375 1.1266
H4 -2.5454 -1.4886 3.4647
N1 -0.7164 -2.3960 5.1862
C10 0.3459 -2.9722 5.9735
H5 1.2239 -2.3228 5.9614
H6 0.6378 -3.9641 5.6093
H7 0.0184 -3.0691 7.0060
C11 -2.0558 -2.4227 5.7224
H8 -2.5008 -1.4240 5.7038
H9 -2.7036 -3.1048 5.1612
H10 -2.0261 -2.7565 6.7566
H11 1.5747 -2.6626 3.8250
H12 1.9142 -2.1016 1.4832
H13 -2.7957 0.5692 -3.7601
H14 -2.4626 1.4837 -2.2834
H15 -4.0333 -1.1387 -2.4295
H16 -3.6735 -0.2503 -0.9494
H17 -4.7286 0.4653 -2.1725
C12 1.7609 -0.0407 -0.7924
C13 1.2999 1.2898 -1.3053
C14 1.6644 1.7697 -2.5497
C15 1.1594 2.9847 -3.0021
C16 0.2823 3.6967 -2.1900
C17 -0.0811 3.2198 -0.9426
C18 0.4290 2.0139 -0.4865
O3 0.1536 1.4249 0.7166
C19 -0.8311 2.0137 1.5284
H18 -0.9367 1.3541 2.3885
H19 -1.7895 2.0832 1.0046
H20 -0.5263 3.0097 1.8672
H21 -0.7644 3.7985 -0.3414
H22 -0.1107 4.6327 -2.5532
O4 1.4527 3.5469 -4.2118
C20 2.3520 2.8711 -5.0564
H23 2.4558 3.5002 -5.9393
H24 3.3310 2.7452 -4.5834
H25 1.9659 1.8908 -5.3545
H26 2.3426 1.1716 -3.1371
O5 2.6560 -0.6957 -1.6350
H27 2.2196 -1.5167 -1.9256
H28 2.2187 0.0975 0.1989

Summary:
SMILES: CCCO[P@](=O)(c1ccc(N(C)C)cc1)[C@@H](O)c1cc(OC)ccc1OC
Orbital gap, eV: 8.36
Energy above the lowest of the compared OMol25 structures with the same formula, charge and spin, kJ/mol: 6.42
Charge: 0
HOMO, eV: -7.75

Results of the natural (NBO) charge analysis, in e, for atoms 1 through 6: C -0.605; C -0.413; C -0.064; H 0.188; H 0.195; O -0.832

Density functional theory data (wB97M-V/def2-TZVPD) for 2 unconnected molecules or ions with the total composition C4H13NO.

Element x y z (Å)
C1 -2.4677 -0.6207 1.7446
C2 -2.2898 -0.4998 0.2817
N1 4.5611 -1.3329 -0.1688
H1 -1.5400 -0.7939 2.1123
H2 -2.9551 0.2483 2.1176
H3 -3.0790 -1.3899 2.2463
H4 -3.2268 -0.8833 -0.2826
H5 -1.5943 -1.3336 -0.2254
H6 5.1891 -0.7130 -0.7658
H7 5.0735 -1.1684 0.7506
H8 4.7965 -2.3181 -0.3347
C3 -0.8377 0.8725 -1.1455
O1 -1.7231 0.8062 0.0187
C4 0.2758 1.8368 -0.8432
H9 -1.4715 1.0041 -2.0281
H10 -0.2777 -0.1211 -1.4075
H11 0.9825 2.0886 -1.7202
H12 0.7224 1.4567 0.1401
H13 -0.1382 2.8614 -0.4902

Summary:
SMILES: CCOCC.N
Orbital gap, eV: 10.64
Energy above the lowest of the compared OMol25 structures with the same formula, charge and spin, kJ/mol: 215.59
Charge: 0
HOMO, eV: -9.60

Results of the natural (NBO) charge analysis, in e, for atoms 1 through 6: C -0.645; C -0.059; N -1.059; H 0.209; H 0.221; H 0.216

Density functional theory data (wB97M-V/def2-TZVPD) for C5H7NOS in the gas phase.

Element x y z (Å)
C1 2.1642 0.1325 0.9247
C2 0.8863 -0.3369 1.3048
C3 2.0164 0.8977 -0.1539
C4 -0.0134 0.2652 0.3986
C5 -2.1722 -1.1635 -0.5870
N1 0.7327 1.0070 -0.4966
O1 -2.0290 1.3791 -1.1023
S1 -1.7638 0.3206 0.3090
H1 3.0236 -0.3078 1.3653
H2 0.7227 -0.9959 2.0946
H3 2.8604 1.4008 -0.6595
H4 -2.7003 -0.8162 -1.5114
H5 -2.8029 -1.7912 0.0652
H6 -1.3177 -1.6635 -0.7640
H7 0.3929 1.6722 -1.1876

Summary:
Orbital gap, eV: 9.34
Energy above the lowest of the compared OMol25 structures with the same formula, charge and spin, kJ/mol: 295.41
Charge: 0
HOMO, eV: -8.76

Results of the natural (NBO) charge analysis, in e, for atoms 1 through 6: C -0.311; C -0.261; C -0.038; C -0.147; C -0.772; N -0.483

Density functional theory data (wB97M-V/def2-TZVPD) for C3H7Cl2 in the gas phase.

Element x y z (Å)
Cl1 1.7575 -0.8566 -0.7992
Cl2 0.2661 0.0822 0.9996
C1 -1.5193 -0.3290 -1.8839
C2 -2.0188 -0.4975 -0.4350
C3 -1.3059 0.5806 0.4364
H1 -1.7942 -1.1913 -2.4941
H2 -1.8528 0.5925 -2.3704
H3 -0.4253 -0.2264 -1.9332
H4 -3.1458 -0.4179 -0.4728
H5 -1.6819 -1.4625 -0.0349
H6 -1.9311 0.8319 1.3056
H7 -1.2432 1.5147 -0.1877

Summary:
Orbital gap (spin up / spin down), eV: 10.87 / 8.12
2S+1: 2
Energy above the lowest of the compared OMol25 structures with the same formula, charge and spin, kJ/mol: 7.37
Charge: 0
Expectation value of S²: 0.7530
HOMO (spin up / spin down), eV: -9.97 / -10.51

Results of the natural (NBO) charge analysis, in e, for atoms 1 through 6: Cl -0.221; Cl 0.146; C -0.626; C -0.417; C -0.411; H 0.215

Which max |F| belongs to each record? In order, 0.0591 0.0060 0.0164 0.0832 0.1098 0.0578 hartree/bohr.